This record from the Open Molecules 2025 dataset describes an isolated molecule of C27H29N3O4S. The level of theory is the ωB97M-V functional and the def2-TZVPD basis.

Each line ends with the Löwdin charge.
Element x y z (Å)
C1 -4.5613 -1.7992 2.7257  -0.038
C2 -4.3625 -2.1133 1.2747  -0.228
C3 -4.9784 -3.2221 0.7112  -0.045
C4 -4.8168 -3.5302 -0.6279  -0.083
C5 -4.0282 -2.7207 -1.4238  -0.075
C6 -3.4083 -1.6109 -0.8758  -0.039
C7 -3.5634 -1.2967 0.4666  -0.157
C8 -2.9099 -0.0847 1.0858  -0.150
N1 -2.1711 0.7531 0.1706  -0.167
C9 -0.9704 0.3266 -0.3954  -0.272
C10 -0.3822 1.0356 -1.4458  -0.024
C11 0.8035 0.6074 -2.0047  0.003
C12 1.4573 -0.5218 -1.5239  -0.148
C13 0.8716 -1.2373 -0.4871  -0.003
C14 -0.3272 -0.8271 0.0633  -0.011
H1 -0.7669 -1.4281 0.8419  0.115
H2 1.3356 -2.1402 -0.1170  0.126
C15 2.6599 -1.0065 -2.2484  -0.442
O1 2.7304 -0.9766 -3.4599  0.093
N2 3.6356 -1.6187 -1.5173  0.146
C16 3.9203 -1.5918 -0.1491  -0.198
C17 4.4197 -2.7646 0.4171  -0.018
C18 4.7824 -2.8154 1.7478  -0.078
C19 4.6703 -1.6799 2.5321  -0.077
C20 4.1860 -0.5100 1.9767  -0.026
C21 3.7824 -0.4459 0.6472  -0.068
C22 3.4334 0.8755 0.0312  -0.431
O2 3.9701 1.2403 -1.0039  0.087
N3 2.5817 1.6785 0.6973  -0.020
C23 1.7736 1.3864 1.8640  -0.145
C24 0.6656 2.4375 1.8225  -0.147
H3 0.2727 2.6572 2.8133  0.116
C25 1.3580 3.6377 1.1810  -0.144
H4 0.6427 4.3184 0.7268  0.109
C26 2.2663 2.9891 0.1434  -0.124
H5 3.1907 3.5423 -0.0377  0.128
H6 1.7533 2.8632 -0.8148  0.115
H7 1.9489 4.1786 1.9216  0.113
H8 -0.1542 2.1141 1.1847  0.075
H9 1.3992 0.3608 1.8326  0.115
H10 2.3617 1.5180 2.7807  0.114
H11 4.1640 0.3855 2.5771  0.110
H12 4.9773 -1.6993 3.5666  0.103
H13 5.1670 -3.7330 2.1670  0.104
H14 4.5293 -3.6380 -0.2098  0.115
H15 4.3356 -2.0723 -2.0925  0.164
H16 1.2457 1.1447 -2.8294  0.134
H17 -0.8379 1.9398 -1.8087  0.091
S1 -2.9062 2.2045 -0.2461  0.639
O3 -1.9152 3.2223 -0.4160  -0.285
O4 -3.9329 2.4455 0.7224  -0.285
C27 -3.7130 1.8677 -1.8294  -0.096
H18 -4.1650 2.7937 -2.1616  0.071
H19 -4.4708 1.1167 -1.6483  0.065
H20 -2.9791 1.5228 -2.5452  0.060
H21 -2.2627 -0.3843 1.9189  0.134
H22 -3.6843 0.5638 1.5032  0.110
H23 -2.7881 -0.9920 -1.5061  0.105
H24 -3.8910 -2.9489 -2.4699  0.104
H25 -5.3044 -4.3978 -1.0460  0.102
H26 -5.5963 -3.8538 1.3331  0.109
H27 -4.9901 -0.8052 2.8482  0.087
H28 -3.6122 -1.8174 3.2607  0.085
H29 -5.2284 -2.5238 3.1852  0.078

As for the SMILES: Cc1ccccc1CN(c1ccc(C(=O)Nc2ccccc2C(=O)N2CCCC2)cc1)S(C)(=O)=O. The calculation puts the lowest unoccupied orbital energy at 0.50 eV. The calculation puts the orbital gap at 9.1 eV. Its largest force on an atom is 0.0190 hartree/bohr. The calculation puts the total energy at -1909.7306 Eh.